# 1
DFT (ωB97M-V/def2-TZVPD) results for a 7-piece molecular cluster, C26H60N8O15P2 overall.

Geometry as XYZ:
```
111
Properties=species:S:1:pos:R:3:forces:R:3
C -0.7616 2.8410 -0.6317 0.551 1.516 -0.498
N -0.2623 3.1414 -2.0011 0.518 1.322 0.889
C 0.3245 1.9766 -2.6602 -1.046 -0.430 0.088
P 0.6493 4.5905 -2.2819 -0.404 0.844 -1.500
O 2.1216 4.5094 -1.9595 -2.301 0.662 -0.372
N 0.3266 4.8685 -3.9567 1.025 -0.557 -0.953
C -0.9645 4.6274 -4.5489 -0.770 -0.371 0.526
C 1.2388 5.3921 -5.0068 1.045 -0.234 2.124
N -0.2411 5.9760 -1.7259 2.005 -1.101 0.559
C 0.5025 7.2873 -1.7876 -0.294 -2.469 0.588
C -1.6154 6.0621 -1.3576 -0.876 -0.739 -0.454
H -1.0824 3.7641 -0.1489 -0.642 0.028 -0.383
H 0.0271 2.6135 0.0855 0.272 -1.191 -0.211
H -1.6008 2.1529 -0.7332 0.279 -0.116 0.409
H 0.3788 2.1891 -3.7279 0.806 -0.040 0.061
H -0.3789 1.1465 -2.5946 -0.657 0.062 0.068
H 1.1774 1.5226 -2.1557 0.687 0.703 -0.294
H -0.8222 4.3521 -5.5939 -0.155 0.390 -0.163
H -1.5284 3.7923 -4.1331 0.304 -0.194 0.422
H -1.6380 5.4741 -4.4166 -0.065 0.344 -0.482
H 2.1799 5.5820 -4.4907 0.531 -0.782 -0.245
H 1.3114 4.6761 -5.8254 0.272 0.094 -0.033
H 1.1042 6.4038 -5.3897 -1.282 0.069 -0.103
H 1.1433 7.3665 -2.6658 -0.587 0.233 -0.488
H -0.3275 7.9871 -1.6903 0.849 0.638 -0.028
H 1.2306 7.2018 -0.9810 -0.240 0.979 0.406
H -2.0227 5.0582 -1.2382 -0.077 0.127 0.094
H -2.2121 6.5105 -2.1519 -0.141 0.248 -0.265
H -1.8462 6.6276 -0.4547 0.402 -0.003 0.303
C -0.6863 -4.9919 2.8121 0.015 0.438 -1.183
N -0.4768 -5.5098 1.4454 -2.547 0.293 -0.106
C 0.8152 -6.1005 1.2237 0.843 0.652 -0.329
P -1.8125 -5.4505 0.3636 -0.476 0.415 -0.337
O -3.0533 -4.7280 0.9242 2.805 -1.631 -1.024
N -1.2812 -4.7226 -1.1529 -1.142 -0.648 2.748
C 0.1186 -4.7928 -1.5455 -1.450 0.487 -1.327
C -2.2262 -4.0849 -2.0701 -0.481 -0.725 -0.323
N -1.9893 -7.1712 0.0787 0.904 3.165 -2.113
C -2.2118 -7.6092 -1.2452 1.029 -0.865 -2.611
C -2.5439 -7.9523 1.0942 -0.348 -0.686 1.844
H -0.6265 -5.8033 3.5375 0.317 0.166 0.174
H -1.6564 -4.5044 2.9090 -0.104 -0.276 -0.211
H 0.0488 -4.1945 2.9201 0.349 -0.160 0.764
H 1.1427 -6.9568 1.8132 -0.886 -0.502 0.221
H 1.5282 -5.3404 1.5433 0.426 0.228 -0.301
H 1.0014 -6.3136 0.1711 -0.119 -0.073 0.261
H 0.7629 -4.2420 -0.8603 0.264 -0.558 -0.013
H 0.3349 -5.8226 -1.8298 0.839 -0.035 0.462
H 0.0884 -4.2683 -2.5005 0.671 0.155 -0.057
H -2.4009 -4.6483 -2.9867 0.120 -0.778 -0.045
H -3.2154 -3.9928 -1.6217 0.220 0.256 0.281
H -1.9067 -3.1472 -2.5249 0.393 0.487 0.845
H -1.7809 -8.5868 -1.4611 -0.581 -0.919 0.908
H -3.1894 -7.5656 -1.7252 -0.544 0.032 0.591
H -1.5574 -7.1959 -2.0128 0.091 1.380 0.322
H -3.2598 -7.3361 1.6380 -0.317 -0.454 0.386
H -1.7631 -8.3034 1.7690 0.072 0.077 0.425
H -3.0007 -8.8730 0.7313 -0.269 0.278 -0.264
C 2.4300 -0.9748 -3.5960 -1.820 -0.082 0.545
C 1.0275 -1.2368 -4.2627 3.300 1.356 0.922
C 0.8804 -0.7146 -5.6575 -0.387 0.869 -0.642
O 0.5476 -1.8767 -6.4206 -1.243 0.855 -0.839
C 0.2773 -2.8574 -5.5691 0.822 -5.695 -2.062
O -0.0911 -4.0177 -5.8572 0.263 4.097 0.631
O 0.8759 -2.6020 -4.4313 -1.208 -0.821 2.293
H 3.2594 -0.7634 -4.2709 -0.272 0.147 0.014
H 2.6782 -1.8104 -2.9416 0.015 -0.188 -0.223
H 2.1677 -0.1939 -2.8822 1.005 0.436 -0.158
H 0.2915 -0.7118 -3.6538 -0.364 -0.938 0.383
H 1.7441 -0.2202 -6.1020 0.007 -0.212 0.078
H 0.0442 -0.0180 -5.5977 -0.078 0.091 -0.850
C 1.9773 2.8402 3.9439 1.176 3.165 0.307
C 2.6071 3.3233 5.3491 -1.470 -1.522 -0.536
C 1.8425 2.6921 6.5879 0.733 1.080 -2.658
O 2.9457 2.3243 7.3644 -1.036 -0.351 2.055
C 4.0937 2.2277 6.6958 1.281 -2.778 -0.333
O 4.9974 1.4936 7.0893 -1.764 2.754 -1.356
O 3.9561 2.8431 5.4769 0.230 -0.527 0.914
H 0.9072 2.6431 3.8806 0.278 -0.639 0.613
H 2.6156 2.3058 3.2404 -0.056 -0.939 0.805
H 2.0311 3.7901 3.4120 -0.314 0.344 -0.379
H 2.6558 4.4021 5.4972 -0.144 0.013 -0.573
H 1.2174 1.8911 6.1931 0.457 -0.771 0.474
H 1.1230 3.3876 7.0201 0.647 0.186 0.622
C -1.1565 0.6045 3.1460 1.448 -0.204 1.244
C -0.5047 -0.4033 2.1922 -2.606 0.062 1.264
C -1.3125 -0.6659 0.9087 -0.701 2.218 1.016
O -0.2510 -0.7317 0.0464 -0.524 -2.286 -4.790
C 0.8577 -0.2392 0.4678 3.965 -0.564 -1.259
O 1.9377 -0.2241 -0.1074 -2.193 0.385 0.436
O 0.6906 0.1373 1.6979 0.636 1.050 2.555
H -0.7281 1.6036 3.0659 -0.991 0.434 -1.473
H -0.6785 0.5193 4.1219 -0.266 -1.074 0.567
H -2.2294 0.4872 3.2983 0.128 0.335 -0.381
H -0.3432 -1.3473 2.7126 0.472 -0.066 0.013
H -1.8403 0.2515 0.6482 -0.278 0.357 0.160
H -2.0784 -1.4273 0.7612 0.791 -0.727 0.503
C 3.4944 -0.5848 3.4935 -0.926 0.306 1.552
N 3.8042 -1.9068 2.9096 -0.975 1.902 -2.141
O 4.9665 -2.1761 2.9258 1.021 -1.621 0.262
O 2.9387 -2.3561 2.1426 0.872 -0.467 1.422
H 3.8148 -0.4315 4.5241 0.452 -0.781 0.057
H 2.4067 -0.5292 3.5359 0.235 0.650 -0.703
H 4.0928 0.1379 2.9388 -0.712 -0.020 -0.431
C -4.4253 3.5868 3.2120 -1.401 -0.334 0.240
N -3.5706 3.7163 1.9842 1.889 -1.545 -1.162
O -3.4340 2.7235 1.1690 -0.891 3.148 3.035
O -3.0292 4.8010 1.8392 -0.571 -1.082 -0.191
H -4.2486 4.0739 4.1710 1.815 0.615 -0.543
H -4.5874 2.5586 3.5352 -0.313 -0.063 -1.028
H -5.3038 4.1708 2.9375 -0.538 -0.791 -0.322
```
Positions in Å, forces in eV/Å.

Computed properties:
HOMO (eV): -8.1
2S+1: 1
Maximum force (eV/Å): 6.113
Energy (eV): -89137.2425
Molecular weight (g/mol): 786.76
Structure (SMILES): CN(C)P(=O)(N(C)C)N(C)C.CN(C)P(=O)(N(C)C)N(C)C.C[C@H]1COC(=O)O1.C[C@H]1COC(=O)O1.C[C@H]1COC(=O)O1.C[N+](=O)[O-].C[N+](=O)[O-]
Gap between HOMO and LUMO (eV): 7.05
LUMO (Eh): -0.0368



# 2
DFT (ωB97M-V/def2-TZVPD) results for a 3-piece molecular cluster, C22H37NO11 overall.

Geometry as XYZ:
```
71
Properties=species:S:1:pos:R:3:forces:R:3
C 1.4936 -1.1154 1.4746 0.053 -0.176 0.250
C 2.8317 -0.9720 1.6153 0.145 0.088 0.359
C 3.6808 -0.0215 0.8293 -0.207 0.798 0.912
O 3.8594 -0.2762 -0.3305 -0.061 0.134 -0.163
O 4.2537 1.0055 1.4766 -0.586 0.124 0.039
C 4.4227 2.2206 0.7213 0.711 0.428 0.042
C 3.3741 3.2470 1.0900 -0.270 0.048 -0.325
C 1.9399 2.7602 0.8116 0.435 0.475 -0.108
C 0.9724 3.9059 0.4549 -0.293 -0.333 0.238
C 0.0186 4.3317 1.5967 0.263 0.043 -0.423
C -1.4664 4.1655 1.2915 0.310 0.375 -0.048
O -1.9866 2.9482 1.8576 -0.289 0.221 -0.397
C -3.2270 3.1099 2.3813 -0.031 0.295 0.055
O -3.4246 3.6161 3.4478 -0.020 -0.166 0.110
O -4.1808 2.6806 1.5426 0.482 -0.776 0.110
C -5.3057 2.0283 2.1673 -0.733 0.268 0.160
C -6.6047 2.4086 1.4548 0.225 -0.153 0.132
C -7.1825 1.3590 0.5058 -0.153 0.355 -0.286
C -6.2650 0.8382 -0.6053 -0.060 -0.340 0.032
N -6.6576 1.3929 -1.9136 0.373 0.392 0.202
H 0.7723 -0.3534 1.7576 0.033 0.723 -1.825
H 1.0951 -2.0736 1.1501 -0.225 -0.532 1.754
H 3.3830 -1.6133 2.3056 0.343 -1.179 -1.357
H 5.4195 2.5978 0.9501 0.020 -0.075 0.103
H 4.4035 2.0323 -0.3517 -0.128 -0.313 0.053
H 3.4982 3.6117 2.1111 -0.011 -0.118 0.051
H 3.5659 4.0987 0.4290 0.094 0.039 0.067
H 1.5802 2.2191 1.6878 -0.130 -0.224 -0.185
H 1.9954 2.0874 -0.0480 -0.095 -0.201 0.138
H 0.3703 3.5910 -0.4000 -0.008 0.035 -0.011
H 1.5449 4.7720 0.1210 0.020 -0.016 -0.061
H 0.2640 3.7646 2.4943 -0.135 0.157 0.158
H 0.1899 5.3901 1.7954 -0.019 -0.024 0.231
H -2.0148 5.0261 1.6783 -0.114 -0.161 0.235
H -1.6291 4.1525 0.2103 -0.054 -0.149 0.003
H -5.3653 2.3444 3.2065 0.192 0.064 -0.007
H -5.1463 0.9483 2.1469 0.193 0.023 -0.142
H -7.3469 2.6029 2.2318 -0.067 0.116 -0.086
H -6.4261 3.3555 0.9410 -0.036 0.001 -0.034
H -7.6057 0.5329 1.0790 0.145 -0.038 0.083
H -8.0325 1.8314 0.0037 -0.134 -0.164 0.057
H -6.3804 -0.2450 -0.6624 0.070 -0.016 -0.095
H -5.2071 1.0153 -0.3818 -0.034 0.105 0.133
H -6.7737 2.3971 -1.7993 -0.099 -0.014 -0.040
H -5.8626 1.3146 -2.5412 -0.121 -0.210 -0.127
C 0.3387 -3.7171 -1.6335 -0.027 0.179 0.299
C -0.8863 -3.5146 -2.4817 0.213 -0.065 -0.051
C -0.6633 -2.7629 -3.7790 -0.005 -0.006 -0.016
O -1.9250 -2.1100 -3.9726 0.022 0.047 0.018
C -2.4938 -1.9389 -2.7546 -0.040 -0.067 0.075
O -3.4516 -1.2728 -2.5339 -0.025 0.085 -0.079
O -1.8179 -2.6418 -1.8169 -0.059 -0.036 -0.021
H 1.0854 -4.3286 -2.1398 -0.030 -0.004 -0.060
H 0.7724 -2.7457 -1.3876 0.095 -0.024 -0.066
H 0.0685 -4.2067 -0.6980 0.017 -0.066 -0.027
H -1.3975 -4.4635 -2.6662 -0.016 0.014 -0.033
H -0.4355 -3.4032 -4.6264 -0.136 0.015 -0.047
H 0.1097 -1.9968 -3.6796 0.043 -0.044 0.043
C 5.9065 -2.7430 -0.9838 -0.043 -0.005 -0.342
C 5.0926 -3.8912 -0.4542 0.164 0.125 0.064
C 5.8735 -5.0061 0.2116 -0.008 0.016 0.045
O 5.0417 -6.1467 -0.0301 0.042 -0.015 -0.043
C 4.3275 -5.9068 -1.1574 -0.011 0.007 -0.002
O 3.6841 -6.7192 -1.7375 -0.033 0.008 0.014
O 4.4510 -4.6110 -1.5257 -0.077 -0.006 0.041
H 6.4268 -2.2370 -0.1698 -0.034 0.000 0.025
H 6.6393 -3.0866 -1.7156 0.039 -0.090 0.085
H 5.2541 -2.0244 -1.4753 0.015 0.071 0.087
H 4.3055 -3.5208 0.2101 -0.017 -0.031 0.001
H 6.0141 -4.8666 1.2801 -0.089 -0.087 0.022
H 6.8419 -5.1720 -0.2670 0.003 0.054 -0.019
```
Positions in Å, forces in eV/Å.

Computed properties:
HOMO (eV): -9.0
2S+1: 1
Maximum force (eV/Å): 1.963
Energy (eV): -47424.0576
Molecular weight (g/mol): 491.53
Structure (SMILES): C=CC(=O)OCCCCCCOC(=O)OCCCCN.C[C@@H]1COC(=O)O1.C[C@@H]1COC(=O)O1
Gap between HOMO and LUMO (eV): 8.77
LUMO (Eh): -0.0098



# 3
DFT (ωB97M-V/def2-TZVPD) results for a 2-piece molecular cluster, CHN3O2 overall.

Geometry as XYZ:
```
7
Properties=species:S:1:pos:R:3:forces:R:3
N 0.9137 0.4975 0.1014 1.061 0.751 0.184
N 1.7063 -0.2739 0.0199 -1.022 0.991 0.148
O 2.5025 -1.0983 -0.0582 1.962 -1.940 -0.221
N -1.5614 -0.4236 -0.0352 -0.391 -1.136 -0.048
C -1.1992 0.7220 -0.0177 -2.403 0.264 -0.086
O -1.2706 1.8758 -0.0227 0.493 1.084 -0.001
H -1.0913 -1.2996 0.0125 0.300 -0.014 0.024
```
Positions in Å, forces in eV/Å.

Computed properties:
HOMO (eV): -10.8
2S+1: 1
Maximum force (eV/Å): 2.768
Energy (eV): -9615.8779
Molecular weight (g/mol): 87.04
Structure (SMILES): N#[N+][O-].N=C=O
Gap between HOMO and LUMO (eV): 11.51
LUMO (Eh): 0.0250



Look up the gap between HOMO and LUMO of the third one.
11.51 eV